1.
DFT (wB97M-V/def2-TZVPD) results for a cluster of 2 separate species, C27H18BF9O in total in a non-equilibrium geometry.

The geometry in ORCA input format:
```
! RIJCOSX wB97M-V def2-TZVPD def2/J DEFGRID3
* xyz 0 1
F 5.6127 1.3857 2.1492
C 4.3227 1.2440 1.6957
C 3.2926 1.1570 2.6142
C 1.9986 1.1095 2.1352
F 0.9837 0.9488 3.0605
C 1.6700 1.1917 0.7674
B 0.2211 1.4246 0.1868
C -1.0056 1.5631 1.2357
C -1.8691 0.5051 1.5123
F -1.5959 -0.7686 1.0894
C -2.9932 0.6602 2.3275
C -3.1814 1.8909 2.9343
F -4.2811 2.0584 3.7574
C -2.3085 2.9419 2.7621
C -1.2417 2.7592 1.9154
F -0.3426 3.7869 1.7628
C 0.1001 2.6281 -0.9011
C -1.0209 2.6698 -1.7378
F -2.0059 1.7157 -1.5936
C -1.2490 3.6897 -2.6662
C -0.3533 4.7461 -2.6844
F -0.5866 5.8061 -3.5473
C 0.7362 4.8042 -1.8353
C 0.9233 3.7575 -0.9536
F 1.9272 3.9147 -0.0310
C 2.7718 1.1722 -0.1045
F 2.5364 1.1334 -1.4692
C 4.0980 1.2252 0.3169
H 3.4628 1.1465 3.6795
H -3.6619 -0.1803 2.4643
H -2.4286 3.8937 3.2501
H -2.1109 3.6381 -3.3292
H 1.4320 5.6239 -1.8383
H 4.9023 1.2389 -0.4013
C -1.8964 -1.0412 -3.1695
O -1.5279 -1.0317 -1.7890
C -0.2859 -1.1813 -1.1385
C -0.1705 -2.7105 -0.7787
C 1.0399 -3.4449 -0.8769
C 1.1624 -4.7572 -0.3798
C 0.0654 -5.3965 0.2036
C 0.2258 -6.7815 0.8206
C -1.1595 -4.7187 0.2748
C -1.2736 -3.4052 -0.2343
H -2.9972 -0.9887 -3.1162
H -1.5098 -0.1390 -3.6353
H -1.5402 -1.9448 -3.6853
H 0.6553 -0.9752 -1.8798
H -0.0540 -0.1684 -0.6769
H 1.8864 -2.9552 -1.3739
H 2.1105 -5.2845 -0.4691
H -0.7357 -7.1393 1.2049
H 0.5813 -7.4896 0.0721
H 0.9766 -6.7694 1.6162
H -2.0331 -5.2276 0.7082
H -2.2749 -2.9314 -0.2211
*
```

Output
Total energy   -2038.4674 Ha
HOMO level   -8.979 eV
Kohn-Sham gap   7.953 eV
Energy relative to the best compared isomer or geometry (same formula, charge and spin)   112.40 kJ/mol
SMILES   Fc1cc(F)c(B(c2c(F)cc(F)cc2F)c2c(F)cc(F)cc2F)c(F)c1.COCc1ccc(C)cc1

2.
DFT (wB97M-V/def2-TZVPD) results for a structure of composition C27H18CrF7N2O4PS5 in a non-equilibrium geometry.

The geometry in ORCA input format:
```
! RIJCOSX wB97M-V def2-TZVPD def2/J DEFGRID3
* xyz -2 5
Cr 1.5498 0.1893 -0.4862
F 0.9385 -3.6295 3.0067
C 0.2134 -3.4861 1.8668
F -0.2381 -4.7191 1.5539
F -0.8571 -2.7479 2.1909
S 1.3212 -2.7640 0.5079
O 1.6805 -1.5219 1.1984
O 2.2612 -3.8547 0.4700
N 0.0904 -2.7684 -0.5143
S 0.0200 -2.1184 -1.9308
O 0.3415 -0.6957 -2.0273
O -1.2208 -2.4979 -2.5364
C 1.2397 -2.9477 -3.1360
F 1.7662 -4.0770 -2.6548
F 0.5361 -3.3023 -4.2388
F 2.2190 -2.1577 -3.5734
S 5.4566 2.4135 -0.6285
C 5.8643 0.7692 -0.2265
C 7.1301 0.2210 -0.0948
C 7.2269 -1.1112 0.2695
C 6.0723 -1.8556 0.5103
C 4.8116 -1.3066 0.3738
C 4.6883 0.0260 -0.0258
N 3.5169 0.7330 -0.2415
C 3.7578 1.9957 -0.5443
C 2.6635 2.8881 -0.7869
C 2.7918 4.2734 -0.9339
C 1.6534 5.0406 -1.0754
C 0.4085 4.4165 -1.1208
C 0.3051 3.0348 -1.0094
C 1.4172 2.2137 -0.8081
H 8.0137 0.8184 -0.2829
H 8.2041 -1.5661 0.3773
H 6.1622 -2.8918 0.8103
H 3.9301 -1.8911 0.5796
H 3.7762 4.7330 -0.9138
H 1.7305 6.1203 -1.1415
H -0.4894 5.0118 -1.2474
H -0.6788 2.5934 -1.0892
S -2.7745 1.1136 -2.1197
P -2.4807 0.4822 -0.2813
S -0.7170 0.3198 0.7171
C -3.4432 1.6767 0.7611
C -2.8172 2.6304 1.5527
C -3.5682 3.5918 2.2183
C -4.9494 3.6081 2.0965
C -5.5807 2.6616 1.2976
C -4.8303 1.7082 0.6296
C -3.4692 -1.0239 0.0961
C -4.1992 -1.6720 -0.8885
C -5.0602 -2.7048 -0.5415
C -5.2010 -3.0784 0.7867
C -4.4548 -2.4410 1.7700
C -3.5837 -1.4207 1.4247
H -1.7381 2.6002 1.6443
H -3.0732 4.3353 2.8331
H -5.5359 4.3605 2.6122
H -6.6597 2.6751 1.1909
H -5.3151 0.9836 -0.0137
H -4.0798 -1.3628 -1.9174
H -5.6345 -3.2095 -1.3100
H -5.8893 -3.8715 1.0576
H -4.5646 -2.7351 2.8073
H -2.9824 -0.9251 2.1772
F 2.3276 -1.8828 -1.0475
*
```

Output
Total energy   -5526.1685 Ha
HOMO level (alpha / beta)   -1.934 / -2.654 eV
Kohn-Sham gap (alpha / beta)   5.748 / 6.463 eV
Energy relative to the best compared isomer or geometry (same formula, charge and spin)   56.00 kJ/mol
⟨S²⟩   6.023

3.
DFT (wB97M-V/def2-TZVPD) results for a structure of composition C27H19BF10N2O8PReS3SbSe4 in a non-equilibrium geometry.

The geometry in ORCA input format:
```
! RIJCOSX wB97M-V def2-TZVPD def2/J DEFGRID3
* xyz 1 1
Re 0.2923 0.5423 -0.0141
F 4.1416 -0.5803 0.6891
C 3.5445 0.0653 1.7159
F 3.4249 -0.7935 2.7264
F 4.3258 1.0794 2.0695
S 1.9271 0.7293 1.1884
O 1.9799 0.7606 -0.2697
O 0.9195 -0.2727 1.4010
N 1.9802 2.1414 1.7286
S 1.3423 3.3711 0.9821
O 0.8633 2.9742 -0.3332
O 0.5452 4.2060 1.7649
C 2.9639 4.1295 0.5561
F 3.6179 4.3943 1.6786
F 2.9140 5.2086 -0.2031
F 3.6576 3.1802 -0.1120
O -0.5644 -2.4758 1.8132
C -1.5275 -2.0759 1.2130
N -1.6069 -0.9185 0.4812
S -2.8541 -1.0128 -0.5842
O -3.5005 0.2451 -0.7883
O -2.3299 -1.5620 -1.8312
C -3.7020 -2.3483 0.1665
C -4.8299 -3.0387 -0.2147
C -5.0533 -4.2672 0.4019
C -4.1787 -4.7625 1.3623
C -3.0479 -4.0466 1.7368
C -2.7992 -2.8429 1.0933
H -5.4883 -2.6440 -0.9702
H -5.9132 -4.8498 0.1078
H -4.3666 -5.7234 1.8198
H -2.3502 -4.4236 2.4692
F 0.9025 -1.4646 3.6852
B 0.3554 -0.2955 3.4596
F 1.1189 0.7556 3.7470
F -0.9358 -0.1468 3.3443
F -0.3882 1.5452 1.2507
O 0.5564 -1.7191 -0.7607
P 1.6110 -2.4880 -1.5579
C 0.7214 -3.9328 -2.1682
C 1.3973 -4.8662 -2.9442
C 0.7708 -6.0579 -3.2533
C -0.5100 -6.3133 -2.7872
C -1.1906 -5.3677 -2.0393
C -0.5710 -4.1733 -1.7241
C 2.1749 -1.4032 -2.8868
C 3.3484 -0.6584 -2.8237
C 3.5795 0.3168 -3.7804
C 2.6267 0.5777 -4.7570
C 1.4491 -0.1550 -4.8076
C 1.2325 -1.1725 -3.8892
C 2.9228 -3.0404 -0.4627
C 4.1775 -3.3634 -0.9716
C 5.1461 -3.8509 -0.1158
C 4.8614 -4.0303 1.2293
C 3.6084 -3.7210 1.7334
C 2.6297 -3.2326 0.8852
H 2.3948 -4.6627 -3.3016
H 1.2860 -6.7938 -3.8492
H -0.9807 -7.2583 -3.0025
H -2.1947 -5.5563 -1.6928
H -1.0830 -3.4171 -1.1474
H 4.0739 -0.8320 -2.0364
H 4.4936 0.8904 -3.7375
H 2.7997 1.3688 -5.4698
H 0.6821 0.0574 -5.5568
H 0.3149 -1.7733 -3.9318
H 4.3856 -3.2332 -2.0253
H 6.1190 -4.1001 -0.5093
H 5.6245 -4.4188 1.8838
H 3.3891 -3.8697 2.7786
H 1.6398 -3.0048 1.2678
Se -4.3263 1.5697 -3.6730
Sb -2.0477 0.6317 -3.5216
Se -0.7356 0.6431 -1.7253
Se -2.0319 -1.1060 -5.1448
Se -2.5069 2.7148 -4.5886
*
```

Output
Total energy   -14234.8704 Ha
HOMO level (alpha / beta)   -10.432 / -10.431 eV
Kohn-Sham gap (alpha / beta)   4.309 / 4.308 eV

4.
DFT (wB97M-V/def2-TZVPD) results for a structure of composition C27H19BaBrCl5N4O2S in a non-equilibrium geometry.

The geometry in ORCA input format:
```
! RIJCOSX wB97M-V def2-TZVPD def2/J DEFGRID3
* xyz 1 1
Ba 0.3884 -1.4077 -1.7248
Cl -3.1844 -0.0574 -1.8324
C -3.1256 -1.6510 -2.4625
C -1.8897 -2.2767 -2.5130
C -1.8923 -3.5950 -2.9368
Cl -0.3891 -4.4224 -2.9577
C -3.0441 -4.2848 -3.3086
Cl -2.9818 -5.9478 -3.7483
C -4.2611 -3.6040 -3.3013
Cl -5.7004 -4.4058 -3.7905
C -4.3039 -2.2748 -2.8723
Cl -5.8037 -1.4362 -2.8489
C 3.8695 -3.0607 -1.2018
O 3.1439 -1.8441 -1.1340
C 3.7908 -0.7216 -0.7007
C 5.1496 -0.6308 -0.4394
C 5.6913 0.5821 -0.0312
Br 7.5612 0.6923 0.2963
C 4.9082 1.7039 0.1389
C 3.5347 1.6267 -0.1040
C 2.9766 0.4129 -0.5350
O 1.6514 0.2966 -0.8068
C 2.6542 2.7674 0.0744
N 1.3641 2.7153 -0.2035
C 0.8511 3.9538 0.0772
C -0.4420 4.4537 -0.0448
C -0.6463 5.7684 0.3107
C 0.3930 6.5757 0.7838
C 1.6798 6.0986 0.9162
C 1.8961 4.7790 0.5519
N 3.0207 3.9933 0.5369
H 4.3108 -3.3144 -0.2341
H 4.6506 -3.0222 -1.9674
H 3.1410 -3.8281 -1.4710
H 5.8046 -1.4777 -0.5500
H 5.3664 2.6267 0.4502
H 1.2629 1.2282 -0.6052
H -1.2417 3.8298 -0.4087
H -1.6328 6.1943 0.2220
H 0.1813 7.5981 1.0488
H 2.4810 6.7202 1.2816
H 3.9409 4.2824 0.8224
N -1.9466 -4.3804 0.1869
C -1.6023 -3.2327 0.7988
S 0.0412 -2.8645 0.8874
N -2.5979 -2.4940 1.2940
C -2.6393 -1.3075 2.0549
C -3.9033 -0.7323 2.1894
C -4.0845 0.3790 2.9874
C -3.0079 0.9292 3.6635
C -1.7510 0.3676 3.5188
C -1.5532 -0.7466 2.7178
H -1.2078 -4.9901 -0.1310
H -2.8894 -4.7394 0.1859
H -3.5342 -2.8441 1.1040
H -4.7447 -1.1697 1.6700
H -5.0688 0.8052 3.0920
H -3.1512 1.7843 4.3051
H -0.9135 0.7883 4.0520
H -0.5710 -1.1883 2.6467
*
```

Output
Total energy   -6708.3457 Ha
HOMO level   -10.947 eV
Kohn-Sham gap   8.213 eV
Energy relative to the best compared isomer or geometry (same formula, charge and spin)   1.12 kJ/mol

5.
DFT (wB97M-V/def2-TZVPD) results for a structure of composition C27H19Cl4N6O7S2W.

The geometry in ORCA input format:
```
! RIJCOSX wB97M-V def2-TZVPD def2/J DEFGRID3
* xyz 1 1
W 0.2070 -0.8644 0.2360
Cl 3.4777 -0.9807 6.1520
C 2.3764 -1.3325 4.8852
C 1.6330 -2.5198 4.9101
Cl 1.8276 -3.6189 6.2111
C 0.7372 -2.8310 3.8869
Cl -0.2031 -4.2622 3.8853
C 0.6088 -1.9345 2.8335
O -0.2112 -2.0399 1.7912
C 1.3585 -0.7643 2.8118
O 1.0954 -0.0167 1.7105
C 2.2370 -0.4331 3.8283
Cl 3.1198 1.0359 3.7465
O -5.0155 -3.6845 0.7919
C -4.1969 -4.4537 0.0874
O -4.4736 -5.5723 -0.2401
C -2.8558 -3.8868 -0.2544
C -1.8490 -4.5921 -0.8986
N -0.7975 -3.7764 -1.0210
N -1.0570 -2.5712 -0.5149
C -2.2939 -2.6309 -0.0325
C -2.7088 -1.3730 0.6419
O -3.8042 -1.1842 1.1069
O -1.7377 -0.4922 0.5712
H -4.6410 -2.8118 1.0343
H -1.8317 -5.6069 -1.2596
H 0.1390 -3.9710 -1.3498
S 2.3414 3.2228 -6.0233
N 0.9429 2.5033 -5.6797
C 1.0740 1.9686 -4.4775
C 0.0673 1.1934 -3.7930
C -1.1910 0.9232 -4.3278
C -2.0696 0.1814 -3.5712
C -1.6697 -0.2963 -2.3323
N -0.4626 -0.0785 -1.8064
C 0.3866 0.6976 -2.5238
C 1.6499 1.0139 -1.8957
N 1.8022 0.5618 -0.6351
C 2.9710 0.7730 -0.0332
C 4.0155 1.4600 -0.6387
C 3.8546 1.9662 -1.9085
C 2.6422 1.7439 -2.5594
C 2.3344 2.2270 -3.8830
N 3.1321 2.9525 -4.6476
H -1.4542 1.3030 -5.3055
H -3.0656 -0.0477 -3.9209
H -2.3636 -0.8852 -1.7562
H 3.0772 0.3923 0.9710
H 4.9367 1.5937 -0.0906
H 4.6366 2.5224 -2.4074
C -2.0949 2.2317 2.2361
C -2.0054 2.2873 0.7257
O -0.6676 2.0071 0.2549
C 0.1645 3.1769 0.2383
C 1.1330 3.2481 1.4153
H -3.1209 2.4011 2.5648
H -1.4665 2.9930 2.6990
H -1.7817 1.2520 2.5945
H -2.3055 3.2665 0.3447
H -2.6603 1.5509 0.2682
H -0.4789 4.0581 0.2577
H 0.6888 3.1989 -0.7217
H 0.7118 2.7491 2.2845
H 1.3146 4.2915 1.6780
H 2.1004 2.7990 1.2045
S 1.7395 -2.2344 -0.3495
*
```

Output
Total energy   -4599.7158 Ha
HOMO level   -10.952 eV
Kohn-Sham gap   6.069 eV
Energy relative to the best compared isomer or geometry (same formula, charge and spin)   76.48 kJ/mol

6.
DFT (wB97M-V/def2-TZVPD) results for a structure of composition C27H19Cl4N6O7S2W in a non-equilibrium geometry.

The geometry in ORCA input format:
```
! RIJCOSX wB97M-V def2-TZVPD def2/J DEFGRID3
* xyz 1 1
W 0.2146 -0.1527 -0.2177
Cl 0.3504 3.4715 5.5410
C 0.8072 2.4555 4.2379
C 2.0413 1.7917 4.2587
Cl 3.0855 1.9674 5.6052
C 2.4264 0.9804 3.1926
Cl 3.9334 0.1649 3.1508
C 1.5541 0.8213 2.1234
O 1.7997 0.0811 1.0438
C 0.3228 1.4601 2.1200
O -0.4244 1.2142 1.0028
C -0.0592 2.2934 3.1572
Cl -1.5736 3.1062 3.0794
O 0.7112 -5.3722 2.6652
C -0.3158 -4.6761 3.1405
O -1.0947 -5.1194 3.9357
C -0.4828 -3.2780 2.6421
C -1.4153 -2.3843 3.1520
N -1.3441 -1.2635 2.4256
N -0.4274 -1.3780 1.4654
C 0.1015 -2.5869 1.5863
C 1.1435 -2.8686 0.5826
O 1.8692 -3.8319 0.6105
O 1.1584 -1.9353 -0.3415
H 1.2214 -4.8857 1.9834
H -2.1025 -2.5002 3.9738
H -1.8960 -0.4206 2.4881
S 2.3343 3.1468 -6.7919
N 3.1325 2.1157 -5.8451
C 2.4118 1.9791 -4.7444
C 2.7398 1.1044 -3.6282
C 3.8780 0.3004 -3.5488
C 4.0574 -0.4779 -2.4286
C 3.0876 -0.4883 -1.4289
N 1.9792 0.2489 -1.5143
C 1.8309 1.0603 -2.5838
C 0.6541 1.8972 -2.5605
N -0.0874 1.7821 -1.4496
C -1.2040 2.4931 -1.3507
C -1.6523 3.3060 -2.3895
C -0.9021 3.4159 -3.5408
C 0.3044 2.7179 -3.6232
C 1.2232 2.7511 -4.7500
N 1.0603 3.4591 -5.8557
H 4.6000 0.3136 -4.3549
H 4.9323 -1.0998 -2.3098
H 3.1979 -1.0964 -0.5477
H -1.7511 2.4030 -0.4230
H -2.5902 3.8307 -2.2790
H -1.2217 4.0298 -4.3726
C -4.6988 1.5895 0.1693
C -3.7505 0.8639 1.1157
O -3.1247 -0.2800 0.5383
C -4.0898 -1.3004 0.2575
C -3.4178 -2.5629 -0.2407
H -4.7749 2.6396 0.4550
H -5.7062 1.1767 0.1801
H -4.3172 1.5363 -0.8531
H -4.2858 0.5616 2.0269
H -2.9372 1.5253 1.4082
H -4.8039 -0.9289 -0.4812
H -4.6467 -1.5090 1.1803
H -3.2166 -2.5305 -1.3103
H -4.0648 -3.4184 -0.0478
H -2.4715 -2.7351 0.2744
S -0.9673 -0.8504 -1.8704
*
```

Output
Total energy   -4599.7138 Ha
HOMO level   -11.072 eV
Kohn-Sham gap   6.234 eV
Energy relative to the best compared isomer or geometry (same formula, charge and spin)   81.61 kJ/mol

7.
DFT (wB97M-V/def2-TZVPD) results for a structure of composition C27H19Cl5N6Ru.

The geometry in ORCA input format:
```
! RIJCOSX wB97M-V def2-TZVPD def2/J DEFGRID3
* xyz 1 2
Ru -1.2478 0.1696 -1.1981
C 5.6318 0.3465 -0.5290
C 4.1845 -0.0526 -0.5028
C 3.5976 -0.5538 0.6594
C 2.2569 -0.8588 0.6980
C 1.4299 -0.7112 -0.4239
N 0.0340 -0.9077 -0.2960
C -0.3718 -1.8780 0.6566
C 0.2087 -3.1458 0.6770
C -0.1286 -4.0712 1.6454
C -1.0666 -3.7783 2.6349
C -1.4466 -4.7963 3.6708
C -1.6766 -2.5308 2.5942
C -1.3407 -1.6021 1.6206
N -2.0193 -0.3546 1.5740
C -2.1432 0.4954 2.6233
C -2.8910 1.6495 2.5770
C -3.9372 1.7765 1.5900
N -2.5118 0.0651 0.3674
C 2.0275 -0.2530 -1.5957
C 3.3771 0.0931 -1.6156
N 1.3163 -0.1559 -2.8185
C 1.8230 -0.3275 -4.0627
C 0.8048 -0.1422 -4.9584
C -0.3211 0.1134 -4.1718
N -0.0021 0.1106 -2.8807
H 6.2612 -0.4449 -0.1219
H 5.7934 1.2387 0.0783
H 5.9684 0.5638 -1.5411
H 4.1961 -0.6748 1.5538
H 1.8157 -1.1909 1.6271
H 0.9551 -3.3890 -0.0683
H 0.3471 -5.0439 1.6344
H -0.5874 -5.4001 3.9592
H -2.2081 -5.4738 3.2796
H -1.8497 -4.3233 4.5651
H -2.4422 -2.2776 3.3191
H -1.5593 0.2260 3.4924
H -2.7184 2.4153 3.3189
H -4.5443 2.6569 1.4522
H 3.7992 0.5023 -2.5241
H 2.8557 -0.5862 -4.2116
H 0.8594 -0.2019 -6.0303
H -1.3352 0.2994 -4.4788
Cl 1.1279 2.1017 0.9443
C 0.1022 2.8592 -0.2190
C -0.7680 2.0912 -0.9766
C -1.6236 2.7826 -1.8018
Cl -2.7891 1.7033 -2.5726
C -1.6540 4.1513 -1.9729
Cl -2.7859 4.8751 -3.0340
C -0.7262 4.8997 -1.2492
Cl -0.6732 6.6027 -1.4440
C 0.1410 4.2518 -0.3682
Cl 1.2627 5.1773 0.5427
N -4.6184 0.4418 1.4949
C -3.7086 0.6791 0.5469
H -4.4814 -0.2128 2.2699
*
```

Output
Total energy   -3764.3301 Ha
HOMO level (alpha / beta)   -10.448 / -10.781 eV
Kohn-Sham gap (alpha / beta)   6.740 / 6.487 eV
Energy relative to the best compared isomer or geometry (same formula, charge and spin)   359.74 kJ/mol
⟨S²⟩   0.775

- What is the total energy in the seventh record?
  -3764.3301 Ha

- The highest total energy belongs to which entry?
  C27H18BF9O

- What is the total energy in the second record?
  -5526.1685 Ha

- The lowest total energy belongs to which entry?
  C27H19BF10N2O8PReS3SbSe4